Entry from OMol25: a structure of composition C4H9NO2 (wB97M-V/def2-TZVPD).

Cartesian coordinates (Å):
C: -1.69220 0.68348 1.18653
O: -1.27999 -0.13256 0.10206
C: -0.66981 0.54197 -0.88795
C: 1.15380 -1.19909 -1.28455
N: 1.45848 -1.07772 0.04179
C: 1.36797 0.11969 0.61797
O: 0.97720 1.07111 -0.14897
H: -0.92209 1.42989 1.40985
H: -2.63381 1.19179 0.94067
H: -1.84603 0.02587 2.04419
H: -0.83107 1.61351 -0.92891
H: -0.79696 0.04577 -1.83854
H: 1.56435 -0.41246 -1.90541
H: 1.12304 -2.21143 -1.66674
H: 1.52193 -1.90413 0.62111
H: 1.50520 0.21431 1.69692

M (g/mol): 103.1
HOMO level (eV): -6.381